1.
DFT (ωB97M-V/def2-TZVPD) results for a gas-phase ion, C5H15N2 (charge +1).

Positions of all 22 atoms, in Å:
C 0.90676 1.50034 1.53561
C -0.15903 2.08967 0.61638
N -1.08996 1.07141 0.00601
C -1.29280 -0.18150 0.70092
C -0.49919 -1.34426 0.02910
N 0.09314 -0.89417 -1.26163
C 1.11813 -1.81723 -1.83659
H 1.86399 2.00893 1.40786
H 1.07133 0.42935 1.40386
H 0.64876 1.59266 2.59531
H 0.36770 2.55427 -0.21658
H -0.76206 2.82675 1.13119
H -1.97571 1.54207 -0.10500
H -1.01158 -0.17207 1.76046
H -2.34048 -0.44987 0.69310
H -1.14774 -2.19023 -0.17415
H 0.30510 -1.70176 0.66608
H 0.40904 0.06541 -1.09255
H -0.66393 -0.79555 -1.94191
H 2.02001 -1.28132 -2.11585
H 0.72062 -2.32062 -2.71623
H 1.41792 -2.53228 -1.08539

Force components x, y, z for each atom (eV/Å):
C 0.02 0.00 0.70
C 0.16 -0.83 -0.44
N 0.34 0.62 0.37
C 0.16 -0.47 0.27
C -0.35 0.01 0.41
N -0.19 -0.33 -0.20
C 0.47 -0.03 -0.13
H -0.12 -0.06 -0.05
H 0.13 0.02 -0.31
H -0.06 0.07 -0.15
H -0.26 0.30 -0.01
H 0.11 0.29 0.12
H -0.07 -0.16 -0.24
H -0.01 0.14 -0.17
H -0.28 0.06 -0.16
H -0.01 -0.11 -0.10
H 0.19 0.10 -0.09
H 0.03 0.09 -0.19
H 0.07 0.25 0.17
H -0.14 0.28 -0.10
H -0.04 0.01 0.19
H -0.14 -0.26 0.13

Properties
LUMO energy	-3.0135	eV
orbital gap	10.31	eV
SMILES string	CCNCC[NH2+]C
net charge	+1



2.
DFT (ωB97M-V/def2-TZVPD) results for a gas-phase ion, C5H15N2O (charge +2).

Positions of all 23 atoms, in Å:
N 1.43881 -2.17571 -1.35182
C 0.43184 -1.01737 -1.33174
C -0.69105 -1.28532 -2.29766
C -0.00381 -0.74557 0.11989
N -0.09069 0.70484 0.33890
C 0.25207 1.19628 1.67519
C -0.34207 2.61297 1.90074
O -1.72273 2.46887 2.04492
H 1.56800 -2.46714 -2.32469
H 2.34515 -1.89462 -0.97016
H 1.08120 -2.96027 -0.79999
H 1.03081 -0.15087 -1.61829
H -1.12411 -0.38220 -2.74727
H -0.47548 -1.88613 -3.17499
H -1.56661 -1.64168 -1.73597
H 0.59675 -1.16443 0.93865
H -0.99691 -1.22239 0.31893
H -0.97038 1.14992 0.03951
H 1.35056 1.25671 1.79723
H -0.24274 0.62134 2.47087
H 0.28798 2.97716 2.71160
H -0.14835 3.30117 1.06727
H -2.00823 2.70444 2.92886

Force components x, y, z for each atom (eV/Å):
N -0.57 0.40 0.19
C 1.12 0.20 -0.06
C -1.70 0.64 0.19
C -0.35 -0.15 0.16
N -1.71 -1.35 2.66
C 0.37 2.20 -0.90
C 0.99 -0.41 -0.71
O 0.14 -0.03 0.09
H 0.12 -0.21 0.06
H 0.06 -0.10 -0.01
H 0.15 -0.25 -0.23
H 0.04 -0.14 -0.33
H 0.59 0.27 0.22
H 0.26 -0.41 0.17
H 0.32 -0.68 -0.39
H 0.50 0.17 -0.56
H 0.25 0.76 -0.25
H 0.37 0.25 -0.75
H -0.31 -0.62 -0.03
H 0.26 -0.78 -0.31
H -0.75 0.38 0.57
H 0.11 -0.28 -0.06
H -0.25 0.14 0.26

Properties
LUMO energy (spin up / spin down)	-7.0143 / -11.8987	eV
orbital gap (spin up / spin down)	10.87 / 5.98	eV
<S²>	0.754
spin multiplicity	2
net charge	+2



3.
DFT (ωB97M-V/def2-TZVPD) results for a single C5H15N2OPS molecule.

Positions of all 25 atoms, in Å:
C 3.06435 1.31182 0.69830
S 1.96283 1.03131 -0.73030
P 0.33889 0.23403 0.47809
O 0.77242 0.06345 1.95884
N -0.99943 1.09177 0.18520
C -1.16485 2.21357 -0.62811
C -2.00571 0.91994 1.24376
N -0.17988 -1.24742 -0.11555
C -0.53513 -1.31634 -1.56490
C -0.10457 -2.54781 0.49174
H 3.72280 0.34032 0.61790
H 2.40894 1.00038 1.54110
H 3.42855 2.34020 0.63313
H -2.04185 2.03896 -1.34160
H -1.33847 3.14565 -0.29461
H -0.29871 2.31816 -1.29793
H -3.03525 1.17589 0.83745
H -1.88026 -0.18542 1.57685
H -1.66198 1.59864 2.03308
H -1.58704 -1.19874 -1.42690
H -0.04332 -0.50308 -2.18274
H -0.37856 -2.36594 -1.97184
H 0.83951 -3.11021 0.21191
H -0.03590 -2.12966 1.50804
H -0.98699 -3.24764 0.44488

Force components x, y, z for each atom (eV/Å):
C -0.03 -3.20 -0.25
S -1.35 -0.25 0.32
P 1.84 -2.27 2.47
O -1.09 0.53 -3.27
N -0.79 0.67 0.89
C -0.16 -2.13 -4.88
C 0.20 -1.28 -0.14
N 0.66 -0.43 -2.34
C 0.38 -0.08 0.60
C 1.33 0.33 1.87
H -0.16 2.69 0.27
H 0.66 1.07 0.01
H 0.40 -0.64 0.38
H 0.85 0.04 0.70
H -0.47 3.13 2.45
H -0.20 -0.07 0.18
H 1.24 -0.48 0.62
H -0.82 1.94 -0.23
H -0.82 -0.30 0.32
H -1.10 0.39 -1.36
H -0.68 -1.10 0.58
H 0.31 1.46 0.43
H -1.03 0.45 0.30
H 0.32 -1.60 0.51
H 0.54 1.14 -0.44

Properties
LUMO energy	0.7168	eV
orbital gap	9.30	eV
SMILES string	CSP(=O)(N(C)C)N(C)C
net charge	0



4.
DFT (ωB97M-V/def2-TZVPD) results for a single C5H15N3 molecule.

Positions of all 23 atoms, in Å:
C -1.73046 1.49415 0.84673
C -0.28248 1.38253 0.41937
N 0.33807 0.05077 0.87129
C 0.43666 -0.30582 2.28686
C 0.66669 -0.93108 -0.13163
N 1.94280 -0.62335 -0.69319
N -0.38250 -0.97366 -1.12662
C -0.15460 -0.76841 -2.55180
H -2.32504 0.66854 0.44343
H -1.81873 1.46891 1.93675
H -2.16109 2.43652 0.49395
H 0.32978 2.15284 0.89609
H -0.18508 1.53417 -0.65874
H -0.42085 -0.92522 2.57136
H 0.43927 0.60152 2.89745
H 1.36234 -0.86374 2.46072
H 0.72460 -1.92486 0.32561
H 2.45930 0.18997 -0.38734
H 2.39069 -1.24837 -1.35760
H -1.29984 -1.26869 -0.81176
H -1.12264 -0.70837 -3.05561
H 0.38231 0.16980 -2.71127
H 0.41080 -1.60817 -2.96405

Force components x, y, z for each atom (eV/Å):
C -0.21 0.10 0.03
C 1.00 -1.71 1.16
N -0.31 1.34 -0.45
C -0.31 0.28 -1.09
C -0.49 0.39 0.33
N 0.85 -0.01 -0.90
N -0.42 0.20 -0.77
C -0.20 -0.21 0.93
H 0.10 0.12 -0.01
H -0.02 0.01 -0.09
H -0.02 -0.06 0.07
H -0.17 0.20 0.02
H 0.14 -0.48 0.18
H 0.06 -0.05 0.38
H 0.06 -0.13 -0.02
H -0.11 0.10 0.11
H -0.08 -0.03 0.50
H -0.42 -0.40 -0.04
H -0.23 0.35 0.43
H 0.53 0.05 -0.18
H 0.13 -0.04 0.04
H 0.02 -0.15 -0.21
H 0.10 0.13 -0.43

Properties
LUMO energy	1.0351	eV
orbital gap	8.47	eV
SMILES string	CCN(C)[C@H](N)NC
net charge	0



5.
DFT (ωB97M-V/def2-TZVPD) results for a single C5H15N3 molecule.

Positions of all 23 atoms, in Å:
C -1.69491 -1.35973 2.16176
N -0.72094 -0.73420 1.28566
C -1.32698 0.20041 0.33634
C -0.23930 0.86472 -0.48409
C -0.84789 1.92559 -1.43349
N 0.56101 -0.14809 -1.17500
C 2.00087 -0.04795 -0.95692
N 2.47774 -0.62707 0.27483
H -1.19502 -1.73056 3.05839
H -2.43936 -0.62935 2.46901
H -2.22617 -2.20163 1.68599
H -0.27279 -1.42708 0.69860
H -1.87290 0.95958 0.90137
H -2.07860 -0.29404 -0.29449
H 0.40622 1.39979 0.21094
H -1.93066 1.98314 -1.27849
H -0.70848 1.67151 -2.49462
H -0.38602 2.90173 -1.27947
H 0.36991 -0.19216 -2.17509
H 2.51837 -0.51271 -1.80065
H 2.30759 1.00707 -0.97172
H 1.92065 -0.29225 1.05416
H 2.35991 -1.63496 0.29335

Force components x, y, z for each atom (eV/Å):
C 0.04 -0.43 -0.05
N -0.17 0.45 -0.39
C 0.00 -0.20 0.66
C -0.37 0.23 -0.78
C -0.07 -0.29 -0.23
N 0.17 -0.28 -0.33
C 0.11 0.22 -0.20
N 0.07 -0.13 0.28
H -0.09 -0.06 -0.01
H -0.03 0.09 0.08
H -0.01 0.16 0.11
H 0.20 -0.14 0.17
H 0.06 0.10 0.07
H 0.06 0.01 -0.32
H 0.18 -0.17 0.18
H 0.16 0.27 0.02
H 0.04 -0.05 0.30
H -0.20 0.01 0.00
H -0.11 0.16 0.42
H -0.11 -0.12 0.12
H 0.05 -0.01 0.14
H 0.03 0.15 0.02
H -0.02 0.05 -0.26

Properties
LUMO energy	1.0972	eV
orbital gap	9.76	eV
SMILES string	CNC[C@H](C)NCN
net charge	0



6.
DFT (ωB97M-V/def2-TZVPD) results for a molecular structure, C5H15N3.

Positions of all 23 atoms, in Å:
C 0.14034 -0.73338 0.67051
C -0.31014 1.22829 -1.06971
C 0.06332 0.72957 0.69030
C 0.79800 -0.60148 2.54361
C -1.34087 0.42436 -1.83014
N -1.05544 -1.43836 0.75263
N 1.04864 -1.33979 -0.17623
N 0.96476 1.22710 -1.79321
H -0.66693 2.25641 -0.93862
H -1.60046 -1.19107 1.56821
H 0.63780 -1.91166 -0.90399
H -0.92915 -2.44112 0.69369
H 1.66645 -0.66394 -0.64064
H 1.57420 1.95621 -1.43124
H 0.82897 1.44603 -2.78166
H 1.01657 1.23647 0.79757
H -0.75154 1.14682 1.27081
H 1.21770 -1.60252 2.68144
H -0.04612 -0.47599 3.22970
H 1.59407 0.10490 2.79254
H -2.28080 0.36059 -1.27648
H -0.99948 -0.59485 -2.04079
H -1.56989 0.87741 -2.80831

Force components x, y, z for each atom (eV/Å):
C 1.32 1.01 4.67
C 0.58 0.23 2.38
C -1.48 1.45 -5.84
C 0.02 -1.82 -1.35
C -0.20 -0.26 0.03
N -1.10 -0.31 -0.29
N 1.47 -0.05 -0.84
N 0.24 0.10 -0.03
H -0.20 -0.03 -0.03
H 0.07 -0.13 -0.14
H -0.18 0.05 0.24
H 0.05 0.12 0.22
H -0.46 -0.37 0.28
H -0.07 -0.11 -0.03
H -0.07 -0.11 0.26
H -0.07 -0.14 0.36
H 0.17 -0.08 0.25
H -0.09 -0.05 0.16
H -0.06 0.10 -0.25
H -0.17 0.20 -0.40
H 0.13 -0.04 -0.04
H -0.03 0.15 0.17
H 0.15 0.10 0.23

Properties
LUMO energy	1.0176	eV
orbital gap	8.07	eV
net charge	0



ΔE to the lowest compared entry with this formula, charge and spin values, unit kcal per mole, following the record order: 25.1; 49.2; 36.5; 42.4; 23.6; 67.8.
Maximum force values, unit eV/Å, following the record order: 0.95; 3.44; 5.33; 2.30; 0.89; 6.19.